*w*
2 unconnected molecules or ions with the total composition CH2ClP. Source: the Open Molecules 2025 dataset; level of theory: the ωB97M-V functional and the def2-TZVPD basis.

Each line ends with the Löwdin charge.
Cartesian coordinates (Å):
1 C 0.815 -0.339 0.142  -0.6876
2 P -0.924 1.792 -0.092  0.5399
3 Cl 1.538 -1.140 -1.079  0.5637
4 H -0.052 -0.958 0.489  -0.0740
5 H -1.377 0.645 0.539  -0.3420

Results
HOMO (spin up / spin down) = -8.226 / -8.891 eV
Kohn-Sham gap (spin up / spin down) = 0.2499 / 0.2689 Ha
E_LUMO (spin up / spin down) = -1.43 / -1.57 eV



*x*
CH2ClP in the gas phase. Source: the Open Molecules 2025 dataset; level of theory: the ωB97M-V functional and the def2-TZVPD basis.

Each line ends with the Löwdin charge.
Cartesian coordinates (Å):
1 H -0.869 0.791 1.450  -0.1575
2 P -1.233 0.367 0.165  0.7412
3 C 0.301 -0.171 -0.239  -1.0728
4 Cl 0.630 -0.861 -1.774  0.4998
5 H 1.172 -0.126 0.398  -0.0107

Results
HOMO = -9.466 eV
Kohn-Sham gap = 0.3439 Ha
E_LUMO = -0.11 eV
Structure (SMILES) = [H]/P=C/Cl



The winner here is *x*, beating the second structure by 477.2 kJ/mol.



*w*
A gas-phase ion, C3H6N2O3P (charge -1). Source: the Open Molecules 2025 dataset; level of theory: the ωB97M-V functional and the def2-TZVPD basis.

Each line ends with the Löwdin charge.
Cartesian coordinates (Å):
1 C -0.457 0.500 -0.102  -0.0443
2 C 1.561 -0.836 -0.220  -0.2231
3 C 2.715 0.306 0.051  -0.5228
4 N 0.269 -0.559 0.240  -0.0357
5 N 2.621 1.485 0.142  -0.0284
6 O -2.723 0.016 -1.262  -0.3852
7 O -2.246 -1.103 1.093  -0.3463
8 O -2.993 1.431 0.866  -0.2694
9 P -2.233 0.052 0.170  0.2812
10 H 1.618 -0.897 -1.349  0.1225
11 H 1.936 -1.772 0.113  0.0711
12 H 3.642 -0.503 0.229  0.0774
13 H -0.092 1.153 -0.978  0.1268
14 H -0.089 -1.148 0.910  0.0866
15 H -3.528 1.874 0.097  0.0896

Results
HOMO (spin up / spin down) = -3.307 / -3.308 eV
Kohn-Sham gap (spin up / spin down) = 0.2328 / 0.2329 Ha
Total charge = -1
E_LUMO (spin up / spin down) = 3.03 / 3.03 eV



*x*
A gas-phase ion, C3H6N2O3P (charge -1). Source: the Open Molecules 2025 dataset; level of theory: the ωB97M-V functional and the def2-TZVPD basis.

Each line ends with the Löwdin charge.
Cartesian coordinates (Å):
1 C -0.571 -0.534 1.304  -0.1307
2 N -0.496 0.185 0.047  -0.4710
3 C -1.733 0.274 -0.733  -0.1020
4 O 0.122 1.506 0.239  -0.2828
5 P 1.989 0.711 -0.317  0.3951
6 O 2.544 1.646 -1.279  -0.3319
7 O 2.609 0.343 0.974  -0.3417
8 C 1.444 -0.799 -1.006  -0.3217
9 N 1.413 -1.895 -1.325  0.0883
10 H -1.239 -0.203 2.169  0.0841
11 H -0.725 -1.517 0.911  0.0580
12 H 0.503 -0.299 1.704  0.0900
13 H -2.614 0.627 -0.106  0.0813
14 H -1.313 0.819 -1.593  0.0813
15 H -1.935 -0.864 -0.986  0.1037

Results
HOMO = -4.533 eV
Kohn-Sham gap = 0.3076 Ha
Total charge = -1
E_LUMO = 3.84 eV
Structure (SMILES) = CN(C)O[P@@](=O)([O-])C#N



The winner here is *w*, beating the second structure by 54.7 kJ/mol.



*w*
C21H32N4O3 in the gas phase. Source: the Open Molecules 2025 dataset; level of theory: the ωB97M-V functional and the def2-TZVPD basis.

Each line ends with the Löwdin charge.
Cartesian coordinates (Å):
1 C 1.460 2.297 6.015  -0.1213
2 C 0.897 1.165 5.166  -0.2810
3 C 0.660 1.577 3.718  -0.2415
4 C 0.100 0.453 2.857  -0.2223
5 C -0.134 0.890 1.414  -0.2094
6 C -0.630 -0.194 0.492  -0.0996
7 C -1.527 -1.120 0.809  -0.0933
8 C -1.973 -2.186 -0.149  -0.1043
9 C -3.476 -2.445 -0.054  -0.4613
10 O -4.082 -2.202 0.977  0.0576
11 N -4.097 -2.969 -1.146  -0.0491
12 C -5.529 -3.262 -1.058  -0.1250
13 C -6.231 -3.079 -2.398  -0.1377
14 C -6.027 -1.702 -2.973  -0.1871
15 C -5.754 -1.481 -4.425  -0.0231
16 C -4.647 -1.247 -3.437  -0.2820
17 C -4.418 0.204 -3.098  -0.4203
18 O -4.922 1.122 -3.718  0.0809
19 N -3.645 0.415 -1.994  0.1032
20 C -3.319 1.737 -1.538  -0.0634
21 C -1.862 2.047 -1.665  -0.3452
22 N -1.200 2.966 -1.045  0.1986
23 C 0.073 2.792 -1.541  -0.4216
24 C 1.229 3.624 -1.122  -0.0137
25 N 0.181 1.828 -2.404  0.1430
26 O -1.120 1.324 -2.499  0.0151
27 C -3.419 -2.158 -3.417  -0.0723
28 C -3.421 -3.304 -2.388  -0.1378
29 H 1.623 1.984 7.047  0.0665
30 H 2.416 2.645 5.617  0.0703
31 H 0.778 3.150 6.029  0.0708
32 H 1.581 0.311 5.188  0.1081
33 H -0.045 0.813 5.597  0.1086
34 H -0.027 2.431 3.693  0.1183
35 H 1.602 1.932 3.285  0.1155
36 H 0.787 -0.399 2.868  0.1222
37 H -0.836 0.098 3.298  0.1111
38 H -0.830 1.735 1.392  0.1107
39 H 0.808 1.278 1.012  0.1034
40 H -0.222 -0.191 -0.517  0.0999
41 H -1.969 -1.163 1.796  0.1097
42 H -1.650 -1.935 -1.160  0.0989
43 H -1.492 -3.141 0.099  0.1371
44 H -5.676 -4.284 -0.692  0.1312
45 H -5.947 -2.591 -0.310  0.1225
46 H -5.910 -3.835 -3.117  0.1097
47 H -7.299 -3.253 -2.243  0.1234
48 H -6.597 -0.920 -2.481  0.1531
49 H -5.654 -2.366 -5.041  0.1171
50 H -6.170 -0.608 -4.907  0.1099
51 H -3.331 -0.370 -1.451  0.1127
52 H -3.889 2.440 -2.147  0.1359
53 H -3.599 1.889 -0.495  0.1394
54 H 2.135 3.291 -1.621  0.0815
55 H 1.041 4.669 -1.367  0.0845
56 H 1.360 3.554 -0.042  0.0745
57 H -3.270 -2.587 -4.410  0.1228
58 H -2.544 -1.529 -3.237  0.1078
59 H -2.398 -3.612 -2.184  0.1169
60 H -3.911 -4.186 -2.800  0.1197

Results
HOMO = -9.347 eV
Kohn-Sham gap = 0.3700 Ha
E_LUMO = 0.72 eV
Structure (SMILES) = CCCCC/C=C/CC(=O)N1CC[C@@H]2C[C@]2(C(=O)NCc2nc(C)no2)CC1



*x*
C21H32N4O3 in the gas phase. Source: the Open Molecules 2025 dataset; level of theory: the ωB97M-V functional and the def2-TZVPD basis.

Each line ends with the Löwdin charge.
Cartesian coordinates (Å):
1 C 1.564 -4.766 5.475  -0.1182
2 C 0.569 -3.886 4.729  -0.2782
3 C 1.201 -2.609 4.196  -0.2343
4 C 0.222 -1.745 3.415  -0.2239
5 C 0.863 -0.475 2.876  -0.1991
6 C -0.044 0.302 1.951  -0.1041
7 C 0.218 1.522 1.515  -0.1070
8 C -0.665 2.283 0.575  -0.0965
9 C 0.137 3.012 -0.486  -0.4627
10 O 1.360 2.996 -0.451  0.0438
11 N -0.553 3.721 -1.419  -0.0474
12 C 0.184 4.572 -2.340  -0.1343
13 C -0.012 4.214 -3.809  -0.1344
14 C 0.213 2.755 -4.129  -0.1889
15 C -0.749 2.040 -5.028  -0.0263
16 C -0.682 1.669 -3.581  -0.2891
17 C 0.032 0.380 -3.260  -0.4379
18 O -0.067 -0.610 -3.960  0.0987
19 N 0.746 0.394 -2.112  0.1043
20 C 1.353 -0.783 -1.587  -0.0696
21 C 0.364 -1.672 -0.922  -0.3416
22 N 0.574 -2.834 -0.394  0.2045
23 C -0.665 -3.185 0.072  -0.4279
24 C -0.939 -4.459 0.782  -0.0167
25 N -1.593 -2.304 -0.153  0.1571
26 O -0.893 -1.287 -0.825  0.0084
27 C -1.870 1.983 -2.674  -0.0636
28 C -1.863 3.298 -1.875  -0.1365
29 H 1.087 -5.673 5.848  0.0671
30 H 2.387 -5.067 4.823  0.0718
31 H 1.992 -4.239 6.330  0.0711
32 H 0.133 -4.452 3.900  0.0914
33 H -0.262 -3.630 5.394  0.1103
34 H 1.615 -2.034 5.032  0.1179
35 H 2.050 -2.866 3.550  0.1187
36 H -0.194 -2.324 2.586  0.0882
37 H -0.627 -1.479 4.055  0.1234
38 H 1.180 0.168 3.702  0.1189
39 H 1.765 -0.742 2.313  0.1173
40 H -0.944 -0.208 1.606  0.1047
41 H 1.117 2.031 1.849  0.1190
42 H -1.384 1.599 0.118  0.1078
43 H -1.236 3.036 1.132  0.1360
44 H -0.182 5.597 -2.199  0.1279
45 H 1.234 4.570 -2.074  0.1189
46 H -1.007 4.522 -4.138  0.1109
47 H 0.691 4.814 -4.389  0.1217
48 H 1.254 2.518 -4.296  0.1499
49 H -1.626 2.566 -5.378  0.1155
50 H -0.371 1.331 -5.748  0.1117
51 H 0.907 1.264 -1.632  0.1101
52 H 1.847 -1.346 -2.379  0.1400
53 H 2.118 -0.486 -0.872  0.1425
54 H -1.919 -4.463 1.251  0.0839
55 H -0.844 -5.309 0.107  0.0853
56 H -0.191 -4.605 1.566  0.0643
57 H -2.789 1.944 -3.264  0.1258
58 H -1.969 1.160 -1.961  0.1071
59 H -2.507 3.157 -1.002  0.1188
60 H -2.330 4.123 -2.409  0.1236

Results
HOMO = -9.323 eV
Kohn-Sham gap = 0.3707 Ha
E_LUMO = 0.76 eV
Structure (SMILES) = CCCCC/C=C/CC(=O)N1CC[C@@H]2C[C@]2(C(=O)NCc2nc(C)no2)CC1



The winner here is *w*, beating the second structure by 11.1 kJ/mol.



*w*
3 unconnected molecules or ions with the total composition CH3O4S. Source: the Open Molecules 2025 dataset; level of theory: the ωB97M-V functional and the def2-TZVPD basis.

Each line ends with the Löwdin charge.
Cartesian coordinates (Å):
1 C 2.528 -0.056 0.084  -0.5498
2 O -1.159 -0.819 -1.171  -0.5225
3 O -2.477 0.206 0.626  -0.6265
4 O 3.101 0.800 0.546  0.1762
5 O 2.169 -0.998 -0.426  0.1910
6 S -1.706 -1.203 0.379  0.6468
7 H -0.190 1.333 0.420  -0.0821
8 H -1.559 0.729 0.708  -0.1482
9 H -0.708 0.008 -1.165  -0.0849

Results
HOMO = -2.956 eV
Kohn-Sham gap = 0.2359 Ha
Total charge = -1
E_LUMO = 3.46 eV



*x*
2 unconnected molecules or ions with the total composition CH3O4S. Source: the Open Molecules 2025 dataset; level of theory: the ωB97M-V functional and the def2-TZVPD basis.

Each line ends with the Löwdin charge.
Cartesian coordinates (Å):
1 C 0.596 1.805 -0.013  -0.3865
2 O -0.963 -2.495 1.377  -0.3892
3 O 0.199 -3.035 -0.766  -0.3957
4 O -1.723 -1.417 -0.685  -0.4130
5 O 1.191 0.632 -0.070  -0.1965
6 S -0.639 -2.130 0.022  0.5427
7 H 1.433 2.518 0.336  0.0808
8 H -0.266 1.871 0.795  0.0912
9 H 0.172 2.252 -0.996  0.0662

Results
HOMO (spin up / spin down) = -5.706 / -2.888 eV
Kohn-Sham gap (spin up / spin down) = 0.3414 / 0.1852 Ha
Total charge = -1
E_LUMO (spin up / spin down) = 3.58 / 2.15 eV



The winner here is *w*, beating the second structure by 69.3 kJ/mol.



*w*
A molecular structure, C17H19As2NO5W. Source: the Open Molecules 2025 dataset; level of theory: the ωB97M-V functional and the def2-TZVPD basis.

Each line ends with the Löwdin charge.
Cartesian coordinates (Å):
1 W 0.393 -0.189 -0.285  1.5693
2 O -0.415 -4.591 -4.455  0.2733
3 C -0.321 -3.686 -3.556  -0.1717
4 C -1.307 -3.426 -2.546  0.1776
5 C -1.076 -2.409 -1.691  -0.1243
6 N 0.044 -1.625 -1.747  -0.0223
7 C 1.013 -1.917 -2.671  -0.1210
8 C 0.885 -2.907 -3.574  0.1872
9 C 2.193 -1.036 -2.500  -0.3471
10 O 3.185 -0.938 -3.093  0.3315
11 O 1.901 -0.219 -1.329  -0.2917
12 C -1.946 -1.997 -0.560  -0.3431
13 O -3.015 -2.319 -0.239  0.3241
14 O -1.190 -0.991 0.165  -0.2299
15 H -1.219 -5.148 -4.461  0.2035
16 H -2.208 -4.027 -2.459  0.1787
17 H 1.663 -3.132 -4.298  0.1856
18 C 2.888 1.173 3.109  -0.1279
19 As 1.803 0.676 1.574  1.2254
20 C 1.800 -1.384 1.526  -0.1949
21 C -0.107 0.872 1.989  -0.5049
22 C -0.637 0.343 3.174  -0.0473
23 C -1.937 0.634 3.533  0.0402
24 C -2.724 1.460 2.720  0.0590
25 C -2.230 1.969 1.525  -0.0405
26 C -0.917 1.699 1.157  -0.4348
27 As -0.302 2.192 -0.652  1.1990
28 C -1.716 3.315 -1.374  -0.1489
29 C 1.196 3.408 -0.427  -0.2006
30 H 2.261 1.042 3.986  0.0713
31 H 3.182 2.208 2.958  0.0704
32 H 3.756 0.520 3.095  0.0764
33 H 2.108 -1.660 2.541  0.1041
34 H 2.554 -1.750 0.835  0.0622
35 H 0.850 -1.916 1.418  0.0493
36 H -0.031 -0.268 3.834  0.1333
37 H -2.345 0.231 4.452  0.1524
38 H -3.738 1.701 3.019  0.1546
39 H -2.866 2.593 0.912  0.1197
40 H -1.814 4.057 -0.584  0.0814
41 H -2.632 2.768 -1.568  0.0694
42 H -1.316 3.744 -2.288  0.0736
43 H 1.321 3.575 0.640  0.0535
44 H 0.913 4.336 -0.920  0.0710
45 H 2.100 3.018 -0.885  0.0542

Results
HOMO = -22.589 eV
Kohn-Sham gap = 0.2187 Ha
Total charge = +4
E_LUMO = -16.64 eV



*x*
A molecular structure, C17H19As2NO5W. Source: the Open Molecules 2025 dataset; level of theory: the ωB97M-V functional and the def2-TZVPD basis.

Each line ends with the Löwdin charge.
Cartesian coordinates (Å):
1 W -0.545 0.060 -0.770  1.5127
2 O -3.164 -1.846 4.434  0.2565
3 C -2.631 -1.367 3.368  -0.1888
4 C -2.752 -0.018 2.918  0.1768
5 C -2.105 0.331 1.769  -0.1338
6 N -1.375 -0.532 1.028  -0.0311
7 C -1.274 -1.817 1.446  -0.1292
8 C -1.867 -2.282 2.578  0.1872
9 C -0.467 -2.658 0.523  -0.2854
10 O -0.069 -3.739 0.519  0.3416
11 O -0.156 -1.712 -0.641  -0.2666
12 C -2.174 1.688 1.162  -0.2868
13 O -2.741 2.664 1.388  0.3424
14 O -1.280 1.575 -0.077  -0.2759
15 H -3.686 -1.232 4.987  0.1975
16 H -3.333 0.721 3.460  0.1770
17 H -1.766 -3.317 2.887  0.1833
18 C 3.459 0.958 -1.040  -0.1606
19 As 1.655 0.968 -1.724  1.1892
20 C 1.086 2.769 -2.205  -0.1752
21 C 1.304 -0.225 -3.201  -0.4053
22 C 2.455 -0.838 -3.711  -0.0522
23 C 2.395 -1.608 -4.864  0.0343
24 C 1.171 -1.839 -5.479  0.0435
25 C 0.000 -1.329 -4.924  -0.0576
26 C 0.039 -0.499 -3.807  -0.3909
27 As -1.710 -0.084 -3.070  1.1817
28 C -2.809 -1.659 -3.285  -0.1842
29 C -2.532 1.512 -3.791  -0.1684
30 H 4.060 1.482 -1.788  0.0871
31 H 3.808 -0.062 -0.887  0.0706
32 H 3.451 1.519 -0.105  0.0735
33 H 1.460 2.930 -3.218  0.0811
34 H 1.553 3.453 -1.494  0.0771
35 H 0.006 2.911 -2.176  0.0241
36 H 3.422 -0.680 -3.250  0.1178
37 H 3.305 -2.019 -5.282  0.1522
38 H 1.119 -2.426 -6.388  0.1528
39 H -0.939 -1.577 -5.406  0.1260
40 H -3.201 -1.637 -4.305  0.0785
41 H -3.649 -1.615 -2.591  0.0652
42 H -2.193 -2.542 -3.125  0.0649
43 H -2.329 1.478 -4.865  0.0794
44 H -2.112 2.417 -3.359  0.0445
45 H -3.606 1.459 -3.607  0.0737

Results
HOMO = -22.177 eV
Kohn-Sham gap = 0.2249 Ha
Total charge = +4
E_LUMO = -16.06 eV



The winner here is *x*, beating the second structure by 146.7 kJ/mol.



*w*
A molecular structure, C2HN2O2. Source: the Open Molecules 2025 dataset; level of theory: the ωB97M-V functional and the def2-TZVPD basis.

Each line ends with the Löwdin charge.
Cartesian coordinates (Å):
1 C -0.061 0.511 -0.396  0.0000
2 C -1.420 -0.240 -0.111  -0.7750
3 N -0.713 -1.237 -0.398  0.1284
4 N 1.115 0.324 0.120  -0.2771
5 O 2.080 1.127 -0.100  -0.2318
6 O -2.460 0.188 0.341  -0.0316
7 H 1.460 -0.672 0.545  0.1870

Results
HOMO (spin up / spin down) = -3.766 / -3.764 eV
Kohn-Sham gap (spin up / spin down) = 0.2974 / 0.2974 Ha
Total charge = -1
E_LUMO (spin up / spin down) = 4.33 / 4.33 eV



*x*
2 unconnected molecules or ions with the total composition C2HN2O2. Source: the Open Molecules 2025 dataset; level of theory: the ωB97M-V functional and the def2-TZVPD basis.

Each line ends with the Löwdin charge.
Cartesian coordinates (Å):
1 C -1.838 0.202 -0.002  -0.2905
2 C 0.332 -0.700 0.509  0.0764
3 N -2.953 0.376 -0.166  -0.1218
4 N 1.154 0.296 0.028  -0.6065
5 O 2.315 0.013 -0.300  -0.0461
6 O 0.790 1.467 0.045  -0.0468
7 H 0.200 -1.653 -0.114  0.0352

Results
HOMO = -5.259 eV
Kohn-Sham gap = 0.3190 Ha
Total charge = -1
E_LUMO = 3.42 eV



The winner here is *w*, beating the second structure by 140.6 kJ/mol.